1.
Formula: C4H3CsLi2O2
Source: OMol25
Level of theory: ωB97M-V with the def2-TZVPD basis set

```
! RIJCOSX wB97M-V def2-TZVPD def2/J DEFGRID3
* xyz 2 1
C 0.464 -1.114 -0.471
O 0.690 -1.565 -1.554
Li 0.843 -3.198 -2.544
Cs -3.036 2.327 0.444
C -0.451 -0.059 2.234
C 0.183 0.593 1.389
C 0.578 0.573 -0.019
O -0.244 1.289 -0.842
Li 0.153 2.003 -2.421
H -0.870 -0.160 3.226
H 1.651 0.825 -0.108
H 0.039 -1.515 0.666
*
```

## Properties
HOMO-LUMO gap = 8.60 eV
E_LUMO = -6.542 eV

=====

2.
Formula: C50H64BrN4O4SSe3Ti
Source: OMol25
Level of theory: ωB97M-V with the def2-TZVPD basis set

```
! RIJCOSX wB97M-V def2-TZVPD def2/J DEFGRID3
* xyz -1 1
Ti -0.274 0.176 -1.481
C -0.930 -3.882 5.369
C 0.343 -3.275 4.762
C 1.413 -4.368 4.630
C 0.868 -2.207 5.720
C 0.029 -2.701 3.381
C 0.194 -1.363 3.065
C -0.088 -0.917 1.781
Se 0.008 0.916 1.266
C 1.881 1.095 0.947
C 2.814 1.049 1.974
C 4.158 1.204 1.693
C 4.504 1.476 0.366
C 3.601 1.553 -0.685
C 2.240 1.302 -0.385
O 1.301 1.236 -1.339
C 4.054 1.956 -2.089
C 5.576 2.095 -2.187
C 3.441 3.332 -2.394
C 3.623 0.932 -3.145
C 5.251 1.103 2.755
C 6.019 2.428 2.840
C 4.676 0.791 4.137
C 6.223 -0.024 2.376
C -0.562 -1.774 0.788
O -0.791 -1.303 -0.435
C -0.788 -3.131 1.095
C -0.470 -3.544 2.380
C -1.395 -4.070 0.052
C -0.498 -4.172 -1.190
C -2.782 -3.531 -0.348
C -1.585 -5.485 0.604
H -0.720 -4.292 6.361
H -1.707 -3.122 5.466
H -1.325 -4.686 4.748
H 1.649 -4.791 5.610
H 1.076 -5.180 3.984
H 2.329 -3.957 4.201
H 1.086 -2.661 6.690
H 1.789 -1.752 5.349
H 0.134 -1.414 5.879
H 0.533 -0.648 3.802
H 2.464 0.878 2.983
H 5.551 1.633 0.144
H 5.969 2.862 -1.516
H 6.081 1.150 -1.974
H 5.833 2.386 -3.207
H 3.862 4.093 -1.732
H 3.647 3.618 -3.428
H 2.364 3.322 -2.241
H 3.996 -0.065 -2.895
H 2.546 0.862 -3.253
H 4.035 1.210 -4.118
H 5.345 3.247 3.099
H 6.799 2.368 3.604
H 6.496 2.675 1.891
H 3.997 1.575 4.477
H 4.134 -0.157 4.140
H 5.490 0.715 4.863
H 6.689 0.160 1.408
H 7.016 -0.110 3.124
H 5.697 -0.979 2.318
H -0.623 -4.585 2.630
H -0.411 -3.221 -1.711
H 0.506 -4.507 -0.920
H -0.926 -4.898 -1.887
H -2.714 -2.522 -0.755
H -3.226 -4.180 -1.107
H -3.448 -3.502 0.519
H -0.633 -5.947 0.878
H -2.245 -5.499 1.476
H -2.043 -6.104 -0.169
Se -1.966 -1.017 -3.196
Se 1.202 -1.146 -5.122
C 1.716 -1.814 -3.466
C 2.664 -2.878 -3.463
C 3.268 -3.308 -2.318
C 2.928 -2.693 -1.106
C 1.951 -1.738 -1.148
N 1.316 -1.314 -2.263
C -1.493 0.577 -4.049
C -2.103 1.157 -5.161
C -1.615 2.359 -5.625
C -0.550 2.978 -4.971
C -0.021 2.362 -3.857
N -0.482 1.191 -3.418
H 2.915 -3.304 -4.424
H 4.006 -4.102 -2.351
H 3.383 -2.961 -0.163
H 1.651 -1.276 -0.214
H -2.931 0.651 -5.637
H -2.064 2.827 -6.493
H -0.149 3.922 -5.310
H 0.786 2.794 -3.285
Br -6.792 5.019 -4.031
C -5.282 4.265 -3.154
C -5.139 2.889 -3.119
C -4.038 2.346 -2.472
C -3.103 3.176 -1.866
C -3.255 4.555 -1.933
C -4.349 5.112 -2.575
C -1.886 2.601 -1.189
O -1.019 3.338 -0.748
O -1.862 1.301 -1.163
H -5.872 2.251 -3.594
H -3.885 1.275 -2.445
H -2.498 5.179 -1.476
H -4.479 6.184 -2.630
C -3.458 2.913 2.050
N -4.356 2.268 1.110
C -5.291 3.162 0.451
C -4.374 0.928 0.961
S -3.344 -0.125 1.728
N -5.360 0.450 0.079
C -6.687 0.397 0.681
C -5.027 -0.812 -0.578
H -3.971 3.130 2.993
H -3.105 3.845 1.609
H -2.609 2.268 2.253
H -4.753 4.046 0.113
H -6.080 3.483 1.141
H -5.735 2.671 -0.411
H -6.952 1.346 1.142
H -6.737 -0.387 1.449
H -7.420 0.175 -0.095
H -4.033 -0.754 -1.019
H -5.760 -0.974 -1.372
H -5.047 -1.662 0.115
*
```

## Properties
HOMO-LUMO gap = 5.87 eV
E_LUMO = 2.125 eV

=====

3.
Formula: C18H18F9N3O4SSe2Ti
Source: OMol25
Level of theory: ωB97M-V with the def2-TZVPD basis set

```
! RIJCOSX wB97M-V def2-TZVPD def2/J DEFGRID3
* xyz 0 1
Ti 0.811 -0.201 0.505
Se 0.800 -2.315 2.032
Se -2.547 -1.709 2.570
C -2.378 -1.448 0.733
C -3.507 -1.822 -0.053
C -3.570 -1.594 -1.397
C -2.491 -0.955 -2.028
C -1.422 -0.634 -1.249
N -1.313 -0.888 0.080
C 1.075 -2.964 0.310
C 1.214 -4.309 -0.057
C 1.420 -4.616 -1.379
C 1.485 -3.592 -2.333
C 1.315 -2.298 -1.917
N 1.089 -1.997 -0.626
H -4.330 -2.286 0.467
H -4.449 -1.883 -1.959
H -2.489 -0.718 -3.082
H -0.577 -0.128 -1.709
H 1.167 -5.070 0.709
H 1.539 -5.648 -1.683
H 1.660 -3.803 -3.377
H 1.347 -1.472 -2.610
C 1.493 0.914 3.193
O 0.282 0.754 2.421
C -0.552 1.927 2.614
C -1.959 1.786 2.116
O -2.009 1.843 0.712
C -3.340 1.840 0.241
H 1.221 1.119 4.228
H 2.085 1.739 2.790
H 2.058 -0.012 3.142
H -0.050 2.783 2.153
H -0.605 2.076 3.694
H -2.520 2.630 2.547
H -2.398 0.857 2.493
H -3.865 0.926 0.537
H -3.302 1.900 -0.845
H -3.892 2.705 0.630
F 1.769 4.359 0.670
C 2.400 3.514 -0.152
F 3.107 4.233 -1.027
F 3.249 2.801 0.589
C 1.376 2.575 -0.866
O 0.917 1.657 0.030
C 0.182 3.427 -1.394
F 0.602 4.486 -2.096
F -0.565 3.873 -0.398
F -0.582 2.671 -2.195
C 2.092 1.894 -2.078
F 1.448 0.745 -2.379
F 2.095 2.645 -3.174
F 3.351 1.569 -1.795
O 4.224 -0.889 2.454
S 4.090 -0.617 1.036
N 2.756 -0.257 0.496
*
```

## Properties
HOMO-LUMO gap = 4.83 eV
E_LUMO = -1.825 eV

=====

4.
Formula: C23H36Cl2N2O7
Source: OMol25
Level of theory: ωB97M-V with the def2-TZVPD basis set

```
! RIJCOSX wB97M-V def2-TZVPD def2/J DEFGRID3
* xyz 0 1
C 4.504 -7.124 0.661
C 3.133 -6.812 1.177
Cl 2.980 -6.702 2.897
C 2.051 -6.634 0.431
Cl 2.206 -6.753 -1.291
C 0.703 -6.322 0.940
C 0.328 -5.030 1.192
O 1.206 -3.988 1.026
C -0.952 -4.736 1.714
C -1.837 -5.730 1.963
C -1.493 -7.071 1.706
N -2.394 -8.055 1.973
C -2.008 -9.269 1.717
C -0.728 -9.566 1.182
N 0.155 -8.649 0.918
C -0.215 -7.369 1.184
H 4.496 -8.095 0.166
H 5.212 -7.161 1.483
H 4.826 -6.361 -0.045
H 1.309 -3.781 0.090
H -1.193 -3.701 1.912
H -2.817 -5.505 2.361
H -2.698 -10.079 1.924
H -0.465 -10.598 0.977
C -1.282 2.383 -1.393
O -1.759 1.076 -1.637
C -2.316 0.837 -2.912
C -1.578 -0.192 -3.748
O -0.231 0.086 -4.071
C 0.747 0.102 -3.054
C 1.103 -1.230 -2.420
O 0.030 -1.889 -1.777
C -0.368 -3.130 -2.317
H -1.991 2.939 -0.774
H -0.340 2.311 -0.844
H -1.102 2.936 -2.318
H -2.411 1.772 -3.475
H -3.328 0.439 -2.767
H -2.089 -0.205 -4.714
H -1.689 -1.193 -3.324
H 0.522 0.851 -2.291
H 1.659 0.435 -3.559
H 1.864 -1.013 -1.662
H 1.564 -1.885 -3.167
H 0.031 -3.295 -3.320
H -1.458 -3.168 -2.361
H -0.033 -3.948 -1.669
C 1.314 5.596 -0.516
O 0.197 5.734 0.334
C 0.411 5.472 1.706
C 0.179 6.655 2.627
O 0.984 7.798 2.423
C 0.824 8.568 1.250
C -0.463 9.363 1.120
O -1.644 8.590 1.120
C -2.535 8.796 2.195
H 1.253 4.654 -1.070
H 1.306 6.414 -1.240
H 2.259 5.628 0.033
H 1.415 5.066 1.869
H -0.306 4.702 2.016
H 0.456 6.304 3.625
H -0.881 6.915 2.671
H 1.011 7.975 0.352
H 1.622 9.313 1.304
H -0.402 9.883 0.156
H -0.503 10.130 1.901
H -2.057 9.316 3.028
H -2.891 7.827 2.550
H -3.402 9.375 1.865
*
```

## Properties
Structure (SMILES) = C/C(Cl)=C(\Cl)c1c(O)ccc2nccnc12.COCCOCCOC.COCCOCCOC
HOMO-LUMO gap = 8.80 eV
E_LUMO = -0.220 eV

=====

5.
Formula: C10H11CeCl2NO2
Source: OMol25
Level of theory: ωB97M-V with the def2-TZVPD basis set

```
! RIJCOSX wB97M-V def2-TZVPD def2/J DEFGRID3
* xyz 0 1
C -2.389 1.103 0.546
C -2.324 0.302 -0.703
C -1.488 1.007 -1.637
C -1.037 2.204 -1.034
C -1.588 2.278 0.321
Ce 0.282 0.379 0.179
C -0.108 -1.985 0.441
C -0.563 -1.582 1.733
C -1.844 -1.857 2.353
N 0.002 -0.252 2.314
H -1.274 0.679 -2.646
H -2.938 -0.609 -0.868
H -0.393 2.935 -1.491
H -1.492 3.083 1.063
H -2.967 0.832 1.462
H -0.893 -2.122 -0.401
H -0.201 -0.418 3.246
H 0.986 -2.290 0.281
H -2.545 -2.697 2.081
H -2.240 -1.076 3.071
Cl 5.390 0.688 -0.803
C 4.150 -0.190 -1.799
Cl 3.915 -1.890 -1.830
C 2.711 0.399 -1.190
O 1.762 0.826 -1.948
O 2.709 0.127 0.082
H 4.374 0.127 -2.824
*
```

## Properties
HOMO-LUMO gap (alpha / beta) = 6.43 / 6.42 eV
E_LUMO (alpha / beta) = -1.127 / -1.139 eV

=====

6.
Formula: C7H9ClN2O3
Source: OMol25
Level of theory: ωB97M-V with the def2-TZVPD basis set

```
! RIJCOSX wB97M-V def2-TZVPD def2/J DEFGRID3
* xyz 0 1
C -0.225 -1.407 1.310
C -1.501 -0.760 -0.717
C -2.940 2.439 1.466
C -0.367 -1.621 -0.143
C -1.699 0.339 1.414
C 0.850 -1.140 -1.000
C -2.200 1.438 2.043
N -0.851 -0.556 2.009
N -2.009 0.136 0.106
O -1.833 -0.827 -1.911
O -3.410 2.514 0.355
O -0.029 2.288 -0.648
Cl -3.374 3.684 2.586
H 0.683 -1.915 1.733
H -0.675 -2.711 -0.256
H 0.420 -1.259 -1.974
H 1.608 -1.862 -0.768
H 1.149 -0.123 -0.827
H -1.995 1.427 3.132
H -0.758 2.939 -0.560
H -2.564 0.873 -0.513
H 0.280 2.529 -1.546
*
```

## Properties
Structure (SMILES) = C[C@H]1C=N/C(=C/C(=O)Cl)NC1=O.O
HOMO-LUMO gap = 8.46 eV
E_LUMO = -0.964 eV

=====

7.
Formula: C4H4N4O
Source: OMol25
Level of theory: ωB97M-V with the def2-TZVPD basis set

```
! RIJCOSX wB97M-V def2-TZVPD def2/J DEFGRID3
* xyz 0 1
C -0.014 -0.557 1.061
C 1.464 1.296 1.012
C -0.155 1.170 -0.690
C -0.927 -0.990 -1.343
H -1.206 -1.949 0.939
H 2.400 1.755 1.331
H -0.540 1.524 -1.627
H -0.967 -2.003 -1.032
N -0.555 -1.523 1.689
N 1.123 0.195 1.557
N 0.781 1.878 -0.053
N -0.324 -0.238 -0.382
O -1.079 -0.559 -2.461
*
```

## Properties
Structure (SMILES) = [H]/N=c1/ncncn1C=O
HOMO-LUMO gap = 9.01 eV
E_LUMO = -1.057 eV

=====

8.
Formula: C21H42ClFNO12
Source: OMol25
Level of theory: ωB97M-V with the def2-TZVPD basis set

```
! RIJCOSX wB97M-V def2-TZVPD def2/J DEFGRID3
* xyz -1 1
C 5.073 -1.826 4.617
C 5.323 -1.305 3.199
Cl 7.036 -0.640 3.133
C 4.272 -0.269 2.707
N 3.395 0.255 3.704
C 3.644 1.514 4.075
C 5.084 2.049 4.240
F 3.131 2.634 2.989
H 4.102 -2.355 4.631
H 5.879 -2.504 4.931
H 4.975 -0.983 5.320
H 5.369 -2.145 2.487
H 4.831 0.495 2.126
H 3.680 -0.836 1.954
H 3.018 1.804 4.935
H 5.596 1.479 5.043
H 5.664 1.926 3.310
H 5.081 3.116 4.515
C 1.506 -6.762 -0.026
C 0.904 -5.883 1.048
O 1.583 -4.623 1.145
C 1.240 -3.718 0.230
O 0.403 -3.876 -0.628
O 1.961 -2.632 0.420
C 1.711 -1.546 -0.482
H 2.573 -6.898 0.152
H 1.026 -7.742 -0.007
H 1.358 -6.322 -1.011
H 1.027 -6.319 2.038
H -0.155 -5.701 0.865
H 0.651 -1.304 -0.495
H 2.036 -1.808 -1.488
H 2.291 -0.721 -0.081
C -2.114 -1.471 -2.181
C -1.979 -2.878 -2.708
O -2.433 -2.970 -4.082
C -1.572 -2.549 -4.996
O -0.438 -2.196 -4.809
O -2.126 -2.728 -6.201
C -1.266 -2.391 -7.293
H -3.134 -1.111 -2.327
H -1.893 -1.455 -1.114
H -1.430 -0.789 -2.684
H -2.639 -3.566 -2.182
H -0.959 -3.247 -2.628
H -0.324 -2.930 -7.219
H -1.061 -1.322 -7.302
H -1.813 -2.684 -8.184
C -9.514 1.117 -1.305
C -9.552 -0.384 -1.133
O -8.931 -1.064 -2.242
C -7.598 -1.095 -2.204
O -6.911 -0.703 -1.298
O -7.170 -1.783 -3.257
C -5.749 -1.974 -3.298
H -9.975 1.403 -2.251
H -10.070 1.589 -0.494
H -8.489 1.482 -1.277
H -10.571 -0.765 -1.137
H -9.056 -0.691 -0.213
H -5.396 -2.425 -2.372
H -5.244 -1.023 -3.451
H -5.568 -2.635 -4.139
C 2.719 5.614 3.657
C 2.283 5.402 2.232
O 1.729 6.620 1.646
C 2.602 7.511 1.230
O 3.800 7.404 1.181
O 1.922 8.538 0.683
C 2.754 9.538 0.102
H 1.899 6.011 4.259
H 3.012 4.636 4.039
H 3.570 6.294 3.713
H 1.465 4.691 2.167
H 3.102 5.048 1.612
H 3.438 9.099 -0.624
H 3.340 10.046 0.868
H 2.072 10.233 -0.379
*
```

## Properties
HOMO-LUMO gap = 5.51 eV
E_LUMO = 2.010 eV

=====

9.
Formula: C27H31N5O3RuS
Source: OMol25
Level of theory: ωB97M-V with the def2-TZVPD basis set

```
! RIJCOSX wB97M-V def2-TZVPD def2/J DEFGRID3
* xyz 1 2
Ru -0.114 0.171 0.461
C 0.738 2.892 0.120
N 1.533 1.644 0.305
C 2.278 1.691 1.585
C 2.334 1.387 -0.869
C 3.617 1.885 -1.009
C 4.282 1.764 -2.220
C 3.605 1.207 -3.295
C 2.326 0.686 -3.140
C 1.703 0.689 -1.884
N 0.512 0.081 -1.552
C -0.164 -0.857 -2.314
C 0.349 -1.666 -3.335
C -0.459 -2.589 -3.988
C -1.792 -2.738 -3.643
C -2.292 -1.982 -2.591
C -1.473 -1.087 -1.930
N -1.920 -0.308 -0.798
C -2.485 0.997 -1.219
C -2.863 -1.027 0.092
H 1.409 3.753 0.058
H 0.059 3.027 0.956
H 0.167 2.823 -0.801
H 2.806 2.640 1.700
H 2.989 0.870 1.619
H 1.582 1.583 2.410
H 4.096 2.401 -0.186
H 5.287 2.149 -2.331
H 4.073 1.174 -4.272
H 1.795 0.301 -3.998
H 1.392 -1.593 -3.605
H -0.033 -3.202 -4.774
H -2.432 -3.431 -4.173
H -3.330 -2.089 -2.296
H -3.385 0.827 -1.814
H -1.752 1.523 -1.827
H -2.732 1.587 -0.343
H -3.881 -1.015 -0.306
H -2.878 -0.540 1.060
H -2.540 -2.059 0.203
C 3.203 -2.577 -1.256
N 1.966 -3.343 -1.104
C 1.636 -4.482 -1.811
C 0.465 -4.933 -1.320
N 0.110 -4.052 -0.320
C 1.029 -3.087 -0.187
S 1.059 -1.867 1.028
H 3.623 -2.779 -2.237
H 3.920 -2.865 -0.489
H 2.994 -1.518 -1.159
H 2.260 -4.869 -2.601
H -0.131 -5.791 -1.581
H -0.687 -4.134 0.289
O -3.359 3.204 2.647
C -2.852 2.732 3.813
C -3.346 3.195 5.031
C -2.831 2.734 6.227
C -1.804 1.797 6.237
C -1.320 1.324 5.035
C -1.828 1.773 3.811
C -1.241 1.194 2.582
O -0.276 0.367 2.669
O -1.650 1.486 1.423
H -4.027 3.868 2.849
H -4.150 3.926 5.029
H -3.240 3.103 7.159
H -1.395 1.441 7.173
H -0.533 0.583 5.009
*
```

## Properties
Expectation value of S² = 0.777
HOMO-LUMO gap (alpha / beta) = 6.24 / 6.24 eV
E_LUMO (alpha / beta) = -3.341 / -3.294 eV

=====

10.
Formula: C2H3IO2
Source: OMol25
Level of theory: ωB97M-V with the def2-TZVPD basis set

```
! RIJCOSX wB97M-V def2-TZVPD def2/J DEFGRID3
* xyz 0 1
C 0.565 -0.710 -0.257
C -2.711 1.234 0.048
O -0.507 -1.202 -0.435
O -2.894 2.351 -0.273
I -4.219 -0.274 0.022
H 1.158 -0.883 0.656
H 1.040 -0.036 -0.988
H -1.770 0.805 0.394
*
```

## Properties
Structure (SMILES) = O=CI.C=O
HOMO-LUMO gap = 10.12 eV
E_LUMO = 0.312 eV